This record from OMol25 describes a molecular structure, C23H23Br2GaNO6 in a non-equilibrium geometry. The level of theory is wB97M-V/def2-TZVPD.

The geometry in XYZ format:
```
56
C23H23Br2GaNO6, DFT wB97M-V/def2-TZVPD
C 3.470 3.827 0.899
C 2.201 4.264 0.839
Ga 0.580 3.140 1.195
N 0.745 1.307 0.578
C -1.069 3.875 0.118
Br -0.874 5.758 -0.406
C -2.331 3.636 0.889
C -2.576 4.631 2.013
Br -3.964 3.625 -0.278
H 3.857 2.975 0.352
H 4.207 4.402 1.468
H 2.050 5.337 0.692
H 0.222 3.246 2.763
H 1.060 0.707 1.335
H -0.191 0.967 0.368
H -1.078 3.314 -0.815
H -2.221 2.644 1.327
H -1.646 4.812 2.551
H -3.298 4.210 2.716
H -2.994 5.558 1.628
C 5.713 -0.488 -1.508
C 5.306 0.740 -1.194
C 6.173 1.923 -1.444
O 5.801 3.037 -1.155
C 7.506 1.682 -2.058
C 7.907 0.454 -2.369
C 7.041 -0.728 -2.119
O 7.416 -1.846 -2.407
H 5.101 -1.364 -1.336
H 4.338 0.941 -0.747
H 8.117 2.559 -2.231
H 8.873 0.250 -2.816
C -4.340 -0.275 -0.450
C -5.444 -0.986 -0.664
C -5.869 -2.057 0.270
O -6.872 -2.711 0.069
C -5.017 -2.305 1.460
C -3.913 -1.597 1.678
C -3.486 -0.525 0.740
O -2.480 0.114 0.944
H -4.013 0.514 -1.116
H -6.083 -0.822 -1.522
H -5.342 -3.093 2.129
H -3.274 -1.762 2.536
C -2.264 -5.138 -1.671
C -3.027 -5.210 -0.585
C -2.433 -5.403 0.763
O -3.129 -5.473 1.753
C -0.955 -5.509 0.852
C -0.191 -5.437 -0.234
C -0.784 -5.247 -1.583
O -0.090 -5.186 -2.574
H -2.673 -4.998 -2.663
H -4.107 -5.132 -0.626
H -0.546 -5.645 1.845
H 0.888 -5.511 -0.195
```

Computed properties:
total charge = -1
E_HOMO = -4.157 eV
Kohn-Sham gap = 4.02 eV
molar mass = 639.0 g/mol

natural (NBO) atomic charges, in units of e: C -0.438; C -0.642; Ga 1.251; N -1.337; C -0.684; Br -0.088; C -0.213; C -0.646; Br -0.158; H 0.176; H 0.154; H 0.194; H -0.367; H 0.342; H 0.351; H 0.220; H 0.233; H 0.242; H 0.200; H 0.219; C -0.241; C -0.218; C 0.467; O -0.460; C -0.213; C -0.246; C 0.481; O -0.511; H 0.231; H 0.258; H 0.226; H 0.224; C -0.212; C -0.244; C 0.480; O -0.513; C -0.248; C -0.213; C 0.471; O -0.470; H 0.252; H 0.227; H 0.234; H 0.232; C -0.216; C -0.240; C 0.479; O -0.497; C -0.223; C -0.228; C 0.475; O -0.483; H 0.232; H 0.236; H 0.231; H 0.234